Density functional theory data (wB97M-V/def2-TZVPD) for a structure of composition C21H43GaN2P3Se in a non-equilibrium geometry.

Each line ends with the Mulliken charge.
Element x y z (Å)
H (-2.26796, 1.24087, -1.20694)  0.0426
H (-3.30446, 0.34965, -2.36721)  0.5715
H (2.84735, -3.84757, -1.39763)  0.5213
C (-1.30445, -1.53121, -2.84484)  -1.0129
C (2.13258, 1.47010, -4.19316)  -0.6740
P (-1.83432, -1.14878, -1.13774)  0.6002
C (2.20948, 2.53629, -5.07350)  -0.7127
H (-2.17093, 3.64513, 1.85436)  0.2955
H (-0.56477, -4.23686, 0.71939)  0.3319
H (1.68875, 4.58273, -5.42616)  0.4463
H (-0.38623, -4.10466, -1.06620)  0.3667
C (2.26212, -2.92356, -1.43317)  -1.4927
H (-3.68108, -2.64510, -1.62423)  0.4883
H (-3.58225, 3.46445, 0.62446)  0.3098
C (0.97753, 3.89787, -3.51851)  -0.6725
H (0.55590, 4.86332, -3.25272)  0.4562
H (-0.13591, -0.54423, 4.39780)  0.3841
C (-1.80610, 4.31652, -0.13423)  -0.5399
H (-0.86800, 4.84183, 0.07423)  0.3296
H (-2.49509, -3.42663, -0.54218)  0.2859
C (2.97786, 0.29322, 3.67066)  -0.9413
H (-2.15171, 4.32654, -1.18938)  0.2772
C (-1.73894, -2.37261, 2.75210)  -1.2017
C (-3.05643, 0.14701, 2.08510)  -0.8067
C (1.53779, 1.60663, -2.92846)  0.5648
H (2.21394, 2.24306, -0.05359)  -0.0142
H (-2.31030, -2.87273, 1.95925)  0.2799
H (0.34534, 2.90634, -1.69148)  0.3225
C (-2.56483, 3.79773, 0.83951)  -0.6040
Se (1.96040, 0.17513, -1.72031)  0.1868
H (-0.81267, 0.78216, 0.64369)  -0.0212
N (1.77157, 0.19292, 1.78089)  0.6893
C (-2.88448, 0.34294, -1.35244)  -0.9994
C (2.16664, -0.51240, 2.92887)  -0.8129
H (3.65724, 2.28300, 3.21245)  0.2816
H (3.22962, -2.68437, 1.58916)  0.4068
H (-3.64838, -2.23007, 0.10933)  0.4191
C (-0.87200, 0.09639, 3.90155)  -1.3275
P (-1.40367, -0.61648, 2.30965)  0.8369
C (2.46919, -3.42850, 1.32419)  -1.4942
H (2.85436, 3.35001, 1.22472)  0.5576
C (-3.02382, -2.48725, -0.75652)  -1.4185
H (-1.73772, 0.23462, 4.55999)  0.5692
H (-0.78025, -2.89774, 2.86831)  0.3006
C (2.07684, 2.60243, 0.98279)  -0.9133
H (-3.69222, 0.36031, -0.60836)  0.3870
H (2.59354, 0.52012, -4.42396)  0.4191
C (1.62260, 3.75202, -4.73906)  -0.3872
C (0.14963, -4.17265, -0.11049)  -1.2782
Ga (0.39984, -0.19503, 0.09422)  0.0815
H (-0.55213, -0.79453, -3.17046)  0.1095
P (1.26682, -2.73250, 0.11670)  0.9517
H (-3.51897, 0.31971, 3.06259)  0.5797
H (1.95560, -3.75477, 2.23758)  0.4059
C (0.88590, 2.81561, -2.63172)  0.2583
H (-3.70515, -0.48402, 1.46991)  0.3102
H (-0.86046, -2.53873, -2.89495)  0.3051
H (3.51737, 0.06749, 4.57959)  0.4366
H (1.07086, 3.05988, 1.07819)  0.1619
H (-2.29584, -2.43057, 3.69764)  0.5328
C (2.25441, 1.43936, 1.89292)  0.6587
H (-2.19048, -1.48518, -3.49857)  0.5735
H (1.59459, -2.93364, -2.30213)  0.3266
H (0.75556, -5.09017, -0.11791)  0.5344
H (2.97273, -2.08969, -1.53396)  0.3854
H (2.74337, 2.41150, -6.00410)  0.4426
H (-0.40566, 1.07195, 3.71093)  0.2856
N (3.01503, 1.52184, 3.00684)  -0.0940
H (-2.91331, 1.10747, 1.57907)  -0.0733
H (1.81295, -1.52529, 3.12245)  0.6752
H (2.97565, -4.29866, 0.88519)  0.5489

Atoms 1-2, force components in eV/Å:
-0.2 -0.1 -0.1
0.0 0.0 0.3

The energy above the lowest of the compared OMol25 structures with the same formula, charge and spin comes out at 70.5 kcal per mole. As for the total energy: -171016.34554 eV. For the gap between HOMO and LUMO (spin up / spin down), the calculation gives 5.646 / 5.235 eV. As for the net charge: +3. The calculation puts the molecular weight at 565.19 Da.



Density functional theory data (wB97M-V/def2-TZVPD) for a structure of composition C21H43LuN2P3SSe in a non-equilibrium geometry.

Each line ends with the Mulliken charge.
Element x y z (Å)
H (-3.42770, -2.47290, 1.60410)  0.5395
H (-2.72590, -1.90980, -1.33570)  0.3369
H (0.57180, 1.09690, 3.61760)  0.1562
C (-1.05860, 3.01300, 4.64040)  -0.0489
C (0.34030, 2.46890, -2.80380)  0.4659
C (0.93990, 0.08150, 3.45420)  -0.7654
C (-0.78480, 3.33880, -5.24010)  0.0749
H (1.08720, 4.37270, -5.53520)  0.3895
N (-0.38650, 3.40000, 2.56000)  0.3608
H (-2.69080, -3.48130, -0.48020)  0.4836
C (0.57740, -1.31660, -3.20400)  -1.1731
H (0.33270, 4.64910, 4.16850)  0.4314
H (-0.49230, -1.53820, -3.16820)  0.3038
H (2.52280, 2.15080, 1.67240)  0.3045
H (2.24380, -3.46000, -2.02350)  0.5565
C (-0.63590, -3.17900, 1.57630)  -1.3576
H (0.06710, 3.82160, 1.72400)  0.2426
H (-4.35680, 2.38830, -8.94910)  0.2989
H (-3.54970, 1.13620, 3.79590)  0.3291
H (-2.34750, 3.80030, -8.64340)  0.3283
H (-2.62440, -1.26230, 2.63440)  0.1773
H (-2.51490, 2.19860, -4.64500)  0.3465
H (0.10320, -0.60790, 3.60230)  0.1748
H (-1.15020, 0.06680, -1.17500)  -0.4615
H (2.98640, 0.12370, -2.46030)  0.4079
P (1.57080, -0.09640, 1.72320)  0.7864
H (-1.51590, 1.43630, -2.50290)  0.2818
H (3.56330, 0.98870, 0.85420)  0.3475
H (1.71890, -0.13680, 4.19350)  0.6009
C (-3.30940, 4.07430, -8.21770)  -0.1312
H (1.09120, -2.06460, -3.81820)  0.4829
H (1.92000, -2.48130, 2.16350)  0.3521
H (-2.76320, 1.17310, 5.42260)  0.3295
H (3.52700, -0.57130, -0.92060)  0.2894
C (0.50760, 3.72970, -4.87710)  -0.8218
H (-0.34910, -2.83490, 2.57480)  0.3980
H (3.55450, 1.05790, 2.64150)  0.4876
H (2.07150, 3.61040, -3.40270)  0.4195
H (-1.39020, -3.96700, 1.68210)  0.5177
C (1.58060, -3.08660, -1.23570)  -1.4206
C (-1.23120, 2.35010, 2.59340)  -0.3869
H (3.51070, -1.59120, -2.37930)  0.4889
H (-5.35180, 3.58920, -7.95650)  0.3001
C (2.57830, -1.62770, 1.98950)  -1.3219
C (-0.26870, 3.81420, 3.84010)  -0.6076
H (3.24340, -1.50960, 2.85240)  0.5384
Se (1.21760, 1.95440, -1.17180)  0.0520
H (-3.47440, -0.75100, 1.16020)  0.3951
C (1.06550, 3.30150, -3.67540)  -0.4864
P (1.25220, -1.27900, -1.49660)  0.4760
H (0.24690, -3.59460, 1.08900)  0.3321
C (2.93870, 1.14280, 1.73900)  -1.3108
Lu (0.00000, 0.00000, 0.00000)  0.4340
H (-1.33240, -2.97300, -1.51960)  0.2908
S (-1.78210, 1.58550, 1.26110)  -0.5237
C (-2.58020, 1.06780, 4.33150)  -0.6984
H (-2.12020, 0.07680, 4.18370)  0.2188
H (2.06980, -3.23550, -0.26900)  0.3292
H (0.70260, -0.32560, -3.64660)  0.3387
H (0.65920, -3.67200, -1.25030)  0.3888
H (-1.21810, 3.67330, -6.17850)  0.1018
C (-4.38990, 3.31510, -8.38210)  -0.1294
C (-2.85830, -1.53650, 1.60370)  -1.2489
C (-2.08850, -2.62800, -0.81260)  -1.2371
C (-1.50800, 2.51310, -4.37940)  -0.5081
C (-0.95420, 2.08140, -3.17340)  -0.2400
N (-1.65920, 2.09980, 3.85700)  0.3161
H (-3.34250, 5.00110, -7.65080)  0.3376
P (-1.30940, -1.74560, 0.61320)  0.9004
C (2.99420, -0.78210, -1.85140)  -1.1289
H (3.18610, -1.83800, 1.10660)  0.3369
H (-1.18450, 3.09330, 5.71350)  0.4300

Atoms 1-2, force components in eV/Å:
0.3 0.1 0.0
0.1 -0.1 0.1

The energy above the lowest of the compared OMol25 structures with the same formula, charge and spin comes out at 158.2 kcal per mole. As for the total energy: -163091.22755 eV. For the gap between HOMO and LUMO (spin up / spin down), the calculation gives 4.772 / 1.618 eV. As for the net charge: +3. The calculation puts the molecular weight at 702.51 Da.



Density functional theory data (wB97M-V/def2-TZVPD) for a cluster of 4 separate species, C21H43N2O11P2 in total in a non-equilibrium geometry.

Each line ends with the Mulliken charge.
Element x y z (Å)
C (-4.18226, -3.96671, 2.83116)  -0.6676
C (0.72145, -0.86888, 2.77083)  0.1052
H (-4.92562, -4.76399, 2.82841)  0.3618
C (0.48462, 3.33947, 0.97671)  -1.0061
C (1.94981, 0.56090, -0.57714)  0.3818
H (-2.33088, 2.03269, -0.52797)  0.2677
H (5.31744, 0.78926, -1.27937)  0.2627
H (4.87103, 0.30422, 0.52385)  0.3188
H (-2.74832, -4.21718, -4.47343)  0.2626
H (0.51170, -1.49021, 1.89715)  0.2877
H (-3.74004, -6.33448, -3.78894)  0.3550
C (1.18057, 4.16979, -1.94926)  -0.5001
H (-4.03675, -3.23214, 0.76753)  0.2387
O (-1.84004, 3.22324, -2.73666)  -0.5450
O (4.08017, 6.25540, -2.24145)  -0.5077
O (3.70316, 5.90441, -4.75838)  -0.6733
C (-3.41856, -4.16991, -3.61018)  -0.5564
H (1.09341, 5.75683, -3.58544)  0.4271
O (0.60720, 6.24905, 2.27818)  -0.2712
H (2.91014, 2.25392, -1.45417)  0.1312
O (0.71717, 4.16824, 2.12921)  -0.1729
H (0.45987, 0.17180, 2.53171)  -0.2451
H (1.45343, 4.09400, -4.11794)  0.4130
H (-2.07867, -2.64545, -2.80238)  0.2271
H (5.33735, 4.14293, -3.60581)  0.3250
C (-2.35555, -5.73553, -2.20586)  -0.3997
H (-4.49484, -5.56927, -2.38360)  0.2547
C (3.33788, -0.02097, -1.07324)  -0.5363
H (-4.34537, -3.68926, -3.92430)  0.3405
P (3.50132, 5.20021, -3.42752)  0.8510
C (1.67462, 4.83888, -3.30299)  -0.8549
H (-0.31416, 3.83189, 0.35309)  0.7287
C (-3.46435, -3.79326, 1.50676)  -0.0716
H (0.78632, 0.16162, 5.32885)  0.2734
H (-3.22448, -4.77219, 1.08226)  0.0477
O (-1.46170, 1.60092, -0.59754)  -0.4903
C (0.93845, -0.90197, 5.11717)  -0.6697
C (-2.73689, -3.44757, -2.46289)  -0.1988
O (-1.97107, -4.42989, -1.75160)  -0.3657
H (2.92566, 4.62885, -0.68887)  0.3612
O (-1.89073, -3.53308, 3.25731)  -0.3644
P (-0.85160, 1.98731, -2.11560)  0.8410
H (-2.50688, -6.39176, -1.34651)  0.2616
H (3.05517, -0.42656, 4.85444)  0.3092
H (2.65119, -2.13940, 4.62482)  0.2833
H (2.58296, 3.06494, 0.99640)  0.4342
C (0.91000, 2.59126, -2.09590)  -0.1192
H (3.39608, -0.83366, -1.84698)  0.3920
H (-2.33273, -1.99924, 1.96235)  0.1375
H (-2.53013, 3.45982, -2.09838)  0.3202
O (4.43340, 3.78431, -3.50209)  -0.4920
H (0.07562, 2.32894, 1.25623)  0.2517
H (1.39400, 5.22716, -0.26787)  0.3745
C (-3.02805, -4.23608, 3.77995)  -0.5158
H (4.65147, 5.70368, -1.67132)  0.3244
H (1.95459, 0.39127, 0.53969)  -0.3151
H (-4.68340, -3.03359, 3.10655)  0.2818
O (-0.96573, 0.74994, -2.98325)  -0.6419
H (-0.07530, -2.43543, 4.00448)  0.1988
O (2.12307, -0.91058, 3.06404)  -0.4567
H (0.15731, 4.62049, -1.82769)  0.3863
N (1.91842, 4.44173, -0.66999)  0.1915
H (-3.23265, -3.89696, 4.79728)  0.3143
C (4.57321, 0.39814, -0.54528)  -0.7602
H (0.81754, -1.45504, 6.04841)  0.3421
N (-0.07078, 5.31463, 2.03689)  0.1483
H (-2.77917, -5.30174, 3.81143)  0.2610
C (-0.00264, -1.34824, 4.01375)  -0.2306
H (1.15158, -0.01730, -1.10159)  0.5540
H (-3.47181, -3.02532, -1.76756)  0.1127
C (1.82972, 3.16745, 0.16567)  -0.0841
C (1.90105, 2.08252, -0.96652)  -0.4017
C (2.29744, -1.11451, 4.47501)  -0.4944
C (-2.19115, -3.08696, 1.92797)  -0.3691
H (-1.35069, -3.30789, 1.26713)  0.2836
H (1.35645, 2.18598, -3.03857)  0.6718
H (-1.00985, -0.94105, 4.10354)  0.3569
C (-3.61488, -5.55831, -3.03386)  -0.5436
H (-1.53533, -6.13658, -2.81034)  0.2661

Atoms 1-2, force components in eV/Å:
-0.2 0.2 0.2
0.1 0.1 -0.1

As for the total energy: -66543.55373 eV. For the gap between HOMO and LUMO, the calculation gives 7.167 eV. As for the net charge: +1. The calculation puts the molecular weight at 561.53 Da.



Density functional theory data (wB97M-V/def2-TZVPD) for a structure of composition C21H43N2OP3Pr in a non-equilibrium geometry.

Each line ends with the Löwdin spin population.
Element x y z (Å)
H (-4.28223, -2.83972, 1.86608)  -0.0001
H (-0.95456, 3.63640, 0.24973)  0.0001
H (0.63867, 3.08387, 0.92996)  0.0001
H (0.31173, 0.47658, 4.29425)  0.0000
C (-2.06789, 1.38787, 3.50350)  0.0000
H (4.00598, -1.86593, -1.98634)  0.0000
H (2.17062, -3.54416, 0.29392)  0.0000
H (0.05389, -1.81779, -2.72068)  0.0000
H (-0.13184, 4.58135, 1.49219)  0.0000
H (-2.70677, -2.49748, -1.21775)  0.0001
H (1.61861, -3.35494, 2.14374)  0.0000
H (1.28696, -0.40076, -0.51900)  0.0005
C (1.40237, -3.22526, -0.42102)  0.0000
C (-2.51974, -3.17719, -0.36717)  -0.0003
Pr (-1.55818, 0.57609, -0.00583)  2.0840
P (1.14169, -0.99783, 2.55101)  -0.0026
H (-2.23622, -4.43072, 2.34151)  -0.0004
H (-1.29974, 0.66077, -3.38763)  -0.0002
H (-1.16959, -3.32521, 3.21701)  0.0000
P (-2.01867, -2.27845, 1.16310)  -0.0077
H (3.31859, -0.38611, 1.58040)  0.0000
C (0.70018, -0.53829, 4.28998)  -0.0003
C (-1.43288, -3.67588, 2.21206)  -0.0021
H (1.07126, -3.10792, 3.81284)  0.0000
O (0.25980, 1.28803, -1.28378)  -0.0331
H (3.97877, -1.85573, -0.19817)  0.0000
H (-4.16138, -1.09200, 1.55913)  0.0000
C (1.86290, 2.78338, -4.13160)  0.0007
H (-2.46528, 0.41947, 3.79715)  0.0000
H (1.82699, 3.25116, -1.99389)  -0.0002
C (1.11724, -1.55565, -2.74107)  0.0000
H (1.67263, -2.26593, -3.35492)  0.0000
H (-3.50156, -1.78798, 3.06516)  0.0000
H (1.21751, -0.56318, -3.17124)  0.0000
C (-3.64575, -1.95954, 1.99465)  -0.0002
P (1.77908, -1.61287, -1.09034)  0.0005
H (2.73365, -2.66244, 3.34929)  -0.0001
C (2.80142, -0.20780, 2.54143)  -0.0005
H (-2.38595, 2.67919, -5.00313)  0.0000
N (-1.50259, 1.58668, 2.22355)  -0.0070
H (-1.13288, 5.28584, -3.84069)  0.0000
H (-0.36306, 0.77921, -5.72697)  0.0002
C (-0.32349, 3.55749, 1.15215)  0.0003
C (-2.30701, 3.52677, -4.28955)  -0.0002
H (3.42201, -0.62580, 3.35403)  -0.0001
H (1.58870, -0.59907, 4.92079)  -0.0001
C (1.69572, -2.70639, 3.01381)  -0.0004
H (3.81080, -0.33639, -1.09350)  0.0000
C (0.14897, 1.23641, -4.91546)  0.0009
C (-1.04904, 2.85915, 2.22933)  -0.0005
H (1.69376, 2.05672, -6.20469)  -0.0005
C (-1.32174, 4.41091, -4.47100)  -0.0007
C (3.55254, -1.40165, -1.10192)  0.0001
N (-1.35461, 3.46939, 3.34841)  -0.0003
H (-0.58853, -4.20392, 1.75437)  0.0000
C (1.28591, 2.00241, -5.18638)  -0.0104
H (1.43743, -3.99921, -1.21691)  0.0000
H (-1.18657, 4.48623, 3.57567)  0.0000
C (-2.00393, 2.56022, 4.16417)  -0.0004
H (-3.03517, 3.53167, -3.44687)  0.0000
H (-2.38154, 2.82224, 5.12915)  0.0000
C (1.41042, 2.67564, -2.82020)  -0.0066
H (-1.75238, -3.90448, -0.67062)  0.0000
H (0.42536, -3.32100, 0.06859)  0.0000
H (-0.58485, 4.22990, -5.24801)  -0.0001
C (-0.32589, 1.15477, -3.59734)  -0.0095
C (0.40715, 1.72061, -2.54186)  -0.0029
H (-3.44877, -3.72292, -0.16016)  -0.0001
H (2.68232, 0.87500, 2.71317)  0.0000
H (2.71834, 3.44566, -4.40936)  0.0001
H (-0.04962, -1.24946, 4.63977)  0.0000

Atoms 1-2, force components in eV/Å:
0.0 0.1 0.0
0.4 0.0 0.1

The energy above the lowest of the compared OMol25 structures with the same formula, charge and spin comes out at 0.0 kcal per mole. The spin multiplicity is 3. As for the total energy: -69411.39011 eV. As for the expectation value of S²: 2.025. For the gap between HOMO and LUMO (spin up / spin down), the calculation gives 4.580 / 5.822 eV. As for the net charge: +3. The calculation puts the molecular weight at 573.42 Da.